{
  "formula": "C24H42BCoN8S",
  "method": "wB97M-V/def2-TZVPD",
  "spin_multiplicity": 1,
  "charge": 2,
  "homo_lumo_gap_ev": 7.20,
  "elements": ["Co", "S", "N", "N", "N", "N", "N", "N", "N", "N", "C", "C", "C", "C", "C", "C", "C", "C", "C", "C", "C", "C", "C", "C", "C", "C", "C", "C", "C", "C", "C", "C", "C", "C", "B", "H", "H", "H", "H", "H", "H", "H", "H", "H", "H", "H", "H", "H", "H", "H", "H", "H", "H", "H", "H", "H", "H", "H", "H", "H", "H", "H", "H", "H", "H", "H", "H", "H", "H", "H", "H", "H", "H", "H", "H", "H", "H"],
  "xyz": [[0.754632, 0.411166, 0.605972], [-1.311208, -0.378090, 0.241568], [3.430151, 1.017872, 0.891688], [2.550284, 0.224160, 0.237303], [-0.902228, -0.783456, -2.372859], [1.808338, 2.863005, 1.069906], [0.831249, 2.195470, 0.385126], [1.987356, 1.220018, 2.875151], [1.040330, 0.366954, 2.377214], [-1.439169, -2.655944, -1.171595], [-0.586814, -1.331581, 3.279875], [-0.997993, -1.444565, -3.690720], [-5.737093, -3.413256, -0.331413], [-1.077958, 2.796455, -1.164328], [1.079206, 0.156683, 4.576569], [2.606852, 5.180101, 1.450104], [5.886839, 1.398373, 1.040774], [-3.645911, 0.433117, -3.389896], [4.676694, 0.705198, 0.507363], [2.020166, 1.107592, 4.202659], [-1.182704, -1.366357, -1.212676], [-3.228089, -0.477917, -4.543147], [2.953672, 1.904466, 5.052611], [-2.431643, -1.718317, -4.140013], [1.688874, 4.172730, 0.841379], [0.083452, 3.112169, -0.284153], [0.612388, 4.361861, -0.011183], [0.474857, -0.294524, 3.417990], [4.585374, -0.327151, -0.417296], [-1.854400, -3.481460, -0.018613], [-4.318446, -2.884502, -0.161656], [3.232591, -0.609995, -0.559046], [-3.272512, -3.991051, -0.215752], [2.531025, -1.620752, -1.407130], [2.832452, 2.032689, 1.868720], [3.670693, 2.699475, 2.391627], [-0.396679, -2.357311, -3.658673], [2.607784, 5.108318, 2.537555], [-0.283893, -2.108938, 2.579532], [-0.763876, 0.211404, -2.346016], [-6.470038, -2.607985, -0.298213], [-2.365000, -2.399948, -4.990885], [5.863690, 2.464575, 0.814672], [3.630972, 5.040229, 1.103200], [0.859881, -0.172914, 5.578983], [-0.866892, 3.106988, -2.188589], [2.825800, 2.973700, 4.885548], [-1.321270, 1.740931, -1.148859], [6.779552, 0.972197, 0.589868], [-5.855964, -3.930070, -1.286019], [2.759625, 1.694429, 6.101402], [-4.125172, -0.818616, -5.060870], [-1.136438, -4.295369, 0.075737], [-0.503375, -0.779613, -4.397522], [-4.087945, -0.140044, -2.569350], [-4.392020, 1.155771, -3.718571], [-4.228126, -2.359051, 0.795171], [-3.469054, -4.736063, 0.559421], [-3.338841, -4.525877, -1.170682], [2.754842, -1.459627, -2.461375], [2.854438, -2.628855, -1.149839], [-1.960646, 3.340661, -0.829683], [-2.979054, -2.255771, -3.356773], [0.250473, 5.303379, -0.391073], [-1.442414, -3.135391, -2.061625], [2.284035, 6.180076, 1.171521], [5.401985, -0.814554, -0.924131], [5.961235, 1.285478, 2.122470], [-5.985973, -4.121281, 0.460724], [-2.813198, 1.012810, -2.981362], [-0.762284, -1.795840, 4.247643], [-4.112909, -2.142905, -0.943125], [3.992238, 1.651489, 4.838013], [-2.654492, 0.091625, -5.280260], [-1.784525, -2.861177, 0.870377], [1.447123, -1.568587, -1.277801], [-1.524872, -0.898909, 2.937339]],
  "forces_ev_per_a": [[-0.12, -1.01, -1.30], [-0.40, -0.36, 0.04], [0.14, -0.10, -0.20], [0.30, 0.41, 0.50], [0.11, -0.17, -0.10], [-0.06, -0.09, -0.35], [0.07, 0.97, 0.07], [-0.06, -0.29, -0.15], [0.16, 0.19, 0.99], [0.10, -0.09, 0.13], [0.04, 0.01, 0.14], [0.04, 0.18, 0.17], [-0.02, -0.05, 0.00], [0.10, 0.12, -0.03], [-0.09, -0.10, 0.17], [-0.08, -0.02, -0.07], [-0.08, -0.06, -0.06], [0.02, 0.02, 0.06], [0.11, 0.09, 0.10], [0.22, 0.15, 0.15], [-0.08, 0.23, 0.10], [0.02, 0.05, 0.00], [-0.08, -0.07, -0.02], [-0.02, -0.04, 0.02], [0.23, 0.11, 0.17], [0.02, -0.21, 0.11], [-0.17, 0.15, -0.14], [-0.04, 0.04, -0.23], [0.02, -0.12, -0.11], [0.03, 0.15, -0.15], [-0.03, 0.04, 0.01], [-0.19, -0.17, -0.14], [-0.02, -0.07, -0.02], [0.09, 0.00, 0.03], [0.07, 0.19, 0.26], [-0.16, -0.03, -0.01], [-0.01, -0.02, 0.00], [-0.02, -0.02, -0.01], [-0.02, -0.01, -0.01], [-0.07, 0.05, -0.07], [0.03, 0.01, 0.01], [-0.01, 0.02, 0.00], [-0.02, -0.01, -0.01], [-0.02, -0.01, -0.01], [0.01, 0.01, -0.04], [0.01, 0.04, 0.01], [-0.01, -0.01, -0.01], [-0.07, 0.02, 0.05], [-0.01, 0.01, 0.01], [0.02, 0.01, 0.02], [0.01, 0.00, -0.01], [-0.01, -0.01, 0.01], [0.00, -0.04, -0.04], [0.01, 0.00, -0.01], [0.01, 0.01, -0.03], [0.01, -0.02, -0.02], [-0.02, 0.01, -0.03], [-0.01, 0.03, 0.00], [0.00, -0.02, 0.04], [0.00, 0.01, -0.01], [0.01, 0.00, 0.01], [0.00, 0.01, -0.01], [0.00, -0.01, -0.04], [0.01, -0.04, 0.01], [-0.04, -0.06, 0.01], [0.01, 0.00, 0.01], [-0.02, 0.02, 0.02], [-0.02, -0.01, -0.01], [0.00, 0.01, -0.02], [-0.02, -0.04, -0.03], [0.03, 0.02, 0.01], [0.01, 0.01, 0.02], [-0.01, -0.01, -0.01], [-0.03, -0.01, -0.02], [0.00, 0.03, 0.04], [0.08, 0.00, 0.01], [-0.01, -0.01, 0.03]],
  "lowdin_charge": [0.55, 0.83, 0.06, 0.01, 0.03, 0.07, 0.00, 0.07, 0.00, 0.06, -0.04, -0.14, -0.09, -0.02, 0.06, 0.02, 0.01, -0.09, -0.22, -0.22, -0.69, -0.23, 0.02, -0.19, -0.22, -0.25, 0.06, -0.26, 0.06, -0.16, -0.27, -0.26, -0.19, 0.01, -0.46, 0.13, 0.12, 0.09, 0.07, 0.10, 0.08, 0.13, 0.10, 0.10, 0.13, 0.10, 0.09, -0.02, 0.10, 0.08, 0.10, 0.12, 0.13, 0.14, 0.07, 0.08, 0.11, 0.13, 0.12, 0.10, 0.10, 0.11, 0.10, 0.14, 0.14, 0.10, 0.13, 0.10, 0.08, 0.04, 0.10, 0.08, 0.10, 0.12, 0.07, 0.04, 0.06]
}